Entry 1:
# C15H16BrClN2O2

C15H16BrClN2O2 in the gas phase at a distorted geometry (ωB97M-V/def2-TZVPD, the Open Molecules 2025 dataset).

SMILES = CN(C)[C@H](CNC(=O)c1cc(Br)ccc1Cl)c1ccco1
Total charge = 0
Gap between HOMO and LUMO = 9.340 eV
DFT total energy = -105454.55277 eV
LUMO level = 0.64 eV
HOMO energy = -8.70 eV

Each line ends with the natural charge from an NBO analysis.
CARTESIAN COORDINATES (ANGSTROEM)
C: -1.43 -2.10 -1.11  -0.423
N: -1.01 -0.71 -1.09  -0.448
C: -1.36 -0.05 -2.33  -0.410
C: -1.48 0.04 0.09  -0.102
C: -0.59 -0.32 1.29  -0.232
N: 0.80 -0.17 0.94  -0.610
C: 1.55 0.86 1.38  0.664
O: 1.20 1.63 2.26  -0.599
C: 2.90 0.93 0.74  -0.161
C: 3.75 -0.16 0.80  -0.159
C: 5.03 -0.08 0.26  -0.103
Br: 6.18 -1.58 0.36  0.060
C: 5.47 1.09 -0.35  -0.221
C: 4.62 2.17 -0.42  -0.213
C: 3.34 2.10 0.12  -0.009
Cl: 2.29 3.45 0.00  0.035
C: -2.93 -0.17 0.41  0.259
C: -4.04 0.51 0.00  -0.299
C: -5.15 -0.16 0.56  -0.313
C: -4.64 -1.20 1.27  0.086
O: -3.30 -1.22 1.18  -0.412
H: -1.22 -2.56 -0.15  0.202
H: -2.50 -2.22 -1.34  0.176
H: -0.86 -2.61 -1.88  0.203
H: -0.90 -0.59 -3.15  0.202
H: -0.95 0.97 -2.33  0.201
H: -2.44 0.01 -2.51  0.172
H: -1.33 1.10 -0.14  0.226
H: -0.80 0.36 2.12  0.247
H: -0.78 -1.35 1.62  0.203
H: 1.07 -0.65 0.09  0.415
H: 3.43 -1.07 1.29  0.230
H: 6.46 1.14 -0.76  0.234
H: 4.94 3.09 -0.90  0.234
H: -4.06 1.39 -0.62  0.229
H: -6.18 0.10 0.45  0.230
H: -5.10 -1.96 1.86  0.204



Entry 2:
# C15H16Cl6F2

5 unconnected molecules or ions with the total composition C15H16Cl6F2 at a distorted geometry (ωB97M-V/def2-TZVPD, the Open Molecules 2025 dataset).

SMILES = Fc1ccccc1.Fc1ccccc1.ClCCl.ClCCl.ClCCl
Total charge = 0
Gap between HOMO and LUMO = 9.553 eV
DFT total energy = -96381.96848 eV
LUMO level = 0.44 eV
HOMO energy = -9.11 eV

Each line ends with the natural charge from an NBO analysis.
CARTESIAN COORDINATES (ANGSTROEM)
F: 4.31 1.12 2.05  -0.340
C: 4.48 0.41 3.19  0.397
C: 3.35 -0.24 3.74  -0.278
C: 3.58 -0.78 5.00  -0.207
C: 4.80 -0.56 5.60  -0.227
C: 5.87 0.15 5.07  -0.192
C: 5.72 0.69 3.81  -0.276
H: 2.45 -0.27 3.16  0.235
H: 2.67 -1.25 5.37  0.225
H: 5.09 -0.91 6.58  0.212
H: 6.84 0.14 5.54  0.217
H: 6.56 1.21 3.37  0.233
F: 5.08 -0.61 -4.11  -0.315
C: 3.99 -1.12 -3.50  0.399
C: 2.73 -0.91 -4.09  -0.279
C: 1.59 -1.38 -3.51  -0.201
C: 1.62 -2.27 -2.43  -0.225
C: 2.84 -2.66 -1.96  -0.194
C: 4.02 -2.09 -2.48  -0.282
H: 2.70 -0.16 -4.87  0.224
H: 0.58 -1.04 -3.70  0.219
H: 0.78 -2.57 -1.80  0.217
H: 2.87 -3.34 -1.12  0.215
H: 4.99 -2.33 -2.05  0.223
Cl: -5.82 3.25 -9.32  -0.017
C: -5.69 2.76 -7.64  -0.418
Cl: -6.94 1.62 -7.20  -0.021
H: -4.80 2.20 -7.37  0.229
H: -5.80 3.73 -7.16  0.226
Cl: -7.19 -2.33 5.42  -0.018
C: -7.92 -0.86 4.76  -0.402
Cl: -6.79 0.55 4.78  -0.025
H: -8.44 -0.98 3.81  0.224
H: -8.80 -0.75 5.40  0.221
Cl: -2.91 1.46 -0.11  -0.005
C: -4.38 2.32 -0.38  -0.399
Cl: -4.35 3.50 -1.77  -0.050
H: -5.01 1.45 -0.62  0.227
H: -4.64 2.84 0.54  0.227



Entry 3:
# C15H16F7N2O6

3 unconnected molecules or ions with the total composition C15H16F7N2O6 (ωB97M-V/def2-TZVPD, the Open Molecules 2025 dataset).

Total charge = -1
Gap between HOMO and LUMO = 6.563 eV
DFT total energy = -50102.60178 eV
LUMO level = 2.10 eV
HOMO energy = -4.46 eV

Each line ends with the natural charge from an NBO analysis.
CARTESIAN COORDINATES (ANGSTROEM)
O: 2.74 2.86 2.32  -0.718
C: 2.49 2.09 1.40  0.769
O: 2.87 2.09 0.19  -0.811
C: 1.52 0.88 1.70  -0.237
N: 1.83 0.20 2.96  -0.165
F: 3.14 -0.35 2.80  -0.299
C: 0.05 1.23 1.78  0.224
C: -0.86 0.27 1.35  -0.254
C: -2.22 0.55 1.37  -0.182
C: -2.61 1.80 1.80  -0.280
C: -1.65 2.68 2.24  0.035
N: -0.34 2.41 2.24  -0.375
H: 1.64 0.19 0.85  0.183
H: 1.28 -0.66 2.99  0.311
H: -0.49 -0.69 1.00  0.207
H: -2.95 -0.17 1.02  0.209
H: -3.66 2.09 1.81  0.205
H: -1.93 3.66 2.60  0.182
C: -0.99 -6.51 0.41  -0.639
C: -1.71 -6.57 1.74  -0.077
O: -1.39 -5.43 2.56  -0.477
C: -2.05 -4.31 2.30  0.695
O: -2.90 -4.16 1.47  -0.547
C: -1.60 -3.19 3.26  0.900
F: -0.27 -3.16 3.37  -0.305
F: -2.12 -3.41 4.48  -0.313
F: -2.02 -2.02 2.82  -0.292
H: 0.08 -6.42 0.57  0.219
H: -1.19 -7.42 -0.15  0.218
H: -1.33 -5.65 -0.17  0.228
H: -1.39 -7.42 2.33  0.194
H: -2.79 -6.62 1.62  0.197
C: 2.43 3.63 -2.33  -0.646
C: 2.79 3.31 -3.76  -0.076
O: 1.60 3.06 -4.58  -0.476
C: 0.98 4.11 -5.06  0.697
O: 1.27 5.27 -4.95  -0.555
C: -0.23 3.65 -5.90  0.895
F: -0.94 2.70 -5.27  -0.309
F: 0.19 3.14 -7.07  -0.322
F: -1.04 4.67 -6.16  -0.308
H: 1.84 2.84 -1.89  0.252
H: 3.33 3.72 -1.73  0.260
H: 1.87 4.57 -2.27  0.204
H: 3.35 2.39 -3.82  0.195
H: 3.37 4.11 -4.24  0.185



Entry 4:
# C15H16GaN3Se2Te2

A molecular structure, C15H16GaN3Se2Te2 at a distorted geometry (ωB97M-V/def2-TZVPD, the Open Molecules 2025 dataset).

Total charge = 0
Gap between HOMO and LUMO (spin up / spin down) = 2.898 / 2.939 eV
DFT total energy = -217935.59183 eV
LUMO level (spin up / spin down) = -2.40 / -2.36 eV
HOMO energy (spin up / spin down) = -5.30 / -5.30 eV

Each line ends with the natural charge from an NBO analysis.
CARTESIAN COORDINATES (ANGSTROEM)
Ga: 0.02 -0.71 -1.15  0.722
Se: 0.90 6.86 0.12  -0.298
Te: -1.10 7.16 1.48  0.292
Te: -2.29 6.24 -0.98  0.316
Se: -3.10 4.34 0.37  -0.306
C: 0.25 1.91 0.39  -0.422
N: 1.18 0.84 -0.10  -0.499
C: 2.12 1.59 -1.01  -0.420
C: 2.01 0.09 0.92  -0.242
C: 2.29 -1.30 0.45  -0.090
C: 3.53 -1.90 0.81  -0.204
C: 3.95 -3.10 0.25  -0.215
C: 3.08 -3.82 -0.60  -0.225
C: 1.89 -3.24 -0.97  -0.201
C: 1.50 -1.89 -0.54  -0.485
H: 0.77 2.79 0.71  0.197
H: -0.41 1.45 1.13  0.209
H: -0.45 2.21 -0.39  0.218
H: 2.47 2.46 -0.43  0.184
H: 1.57 1.93 -1.90  0.227
H: 2.93 0.97 -1.37  0.223
H: 1.56 0.06 1.91  0.216
H: 2.91 0.72 1.03  0.198
H: 4.20 -1.35 1.49  0.201
H: 4.92 -3.51 0.48  0.211
H: 3.34 -4.79 -0.95  0.211
H: 1.21 -3.76 -1.63  0.204
N: -5.88 1.37 -0.69  -0.292
C: -4.98 0.66 -0.44  0.267
C: -3.95 -0.28 -0.17  -0.197
C: -4.33 -1.62 0.23  -0.175
C: -3.29 -2.45 0.58  -0.230
C: -1.94 -2.06 0.36  0.009
N: -1.63 -0.87 -0.23  -0.627
C: -2.61 0.04 -0.38  0.097
H: -5.43 -1.87 0.17  0.243
H: -3.60 -3.44 1.00  0.233
H: -1.19 -2.78 0.70  0.226
H: -2.44 1.04 -0.65  0.225



Entry 5:
# C15H16HfN3O3

A molecular structure, C15H16HfN3O3 at a distorted geometry (ωB97M-V/def2-TZVPD, the Open Molecules 2025 dataset).

Total charge = +3
Gap between HOMO and LUMO (spin up / spin down) = 3.662 / 3.661 eV
DFT total energy = -27703.37699 eV
LUMO level (spin up / spin down) = -13.18 / -13.18 eV
HOMO energy (spin up / spin down) = -16.84 / -16.84 eV

Each line ends with the natural charge from an NBO analysis.
CARTESIAN COORDINATES (ANGSTROEM)
Hf: -1.19 0.30 0.38  2.804
O: 3.15 1.47 0.14  -0.647
C: 3.59 0.48 -0.63  0.405
C: 4.97 0.28 -1.01  -0.288
C: 5.45 -0.78 -1.78  -0.064
C: 4.58 -1.78 -2.14  -0.217
C: 3.26 -1.73 -1.75  -0.089
C: 2.74 -0.64 -0.93  -0.239
C: 1.38 -0.68 -0.60  0.576
O: 0.75 0.32 0.06  -0.795
N: 0.67 -1.64 -1.11  -0.292
N: -0.61 -1.42 -0.74  -0.483
C: -1.52 -2.32 -0.99  0.128
C: -2.85 -2.01 -0.51  0.185
C: -4.08 -2.67 -0.79  -0.191
C: -5.30 -2.21 -0.37  -0.020
C: -5.34 -0.99 0.35  -0.186
C: -4.17 -0.34 0.50  0.048
N: -2.93 -0.83 0.20  -0.753
H: 3.96 2.04 0.31  0.519
H: 5.70 1.02 -0.60  0.241
H: 6.52 -0.95 -1.82  0.263
H: 5.06 -2.72 -2.57  0.268
H: 2.58 -2.57 -1.83  0.246
H: -1.32 -3.27 -1.49  0.279
H: -4.02 -3.65 -1.34  0.289
H: -6.19 -2.85 -0.43  0.292
H: -6.30 -0.73 0.76  0.294
H: -4.23 0.67 0.93  0.224
C: -0.47 4.09 2.72  -0.675
C: 0.04 2.98 1.78  0.013
O: -1.18 2.06 1.41  -0.897
H: -1.42 3.86 3.25  0.237
H: -0.73 4.95 2.18  0.261
H: 0.22 4.50 3.37  0.289
H: 0.69 2.37 2.26  0.204
H: 0.45 3.04 0.84  0.216
H: -1.91 2.33 1.99  0.557